Computed, not measured: a cluster of 8 separate species, C30H79N3O14 in total in a non-equilibrium geometry, with wB97M-V/def2-TZVPD.

```
126
Properties=species:S:1:pos:R:3:lowdin_charge:R:1
O 1.849 1.942 3.186 -0.223
O 2.977 -0.373 -1.375 -0.096
O 0.500 0.260 -5.619 -0.079
O 0.133 -1.796 -3.800 -0.075
O 4.856 -0.379 0.544 -0.079
O -4.037 4.410 3.200 -0.064
O -2.020 -0.274 -2.861 -0.081
O 0.903 -0.984 0.394 -0.104
O 4.403 -4.390 0.464 -0.175
O -1.599 7.315 -0.056 -0.198
O 2.068 -8.155 0.141 -0.180
O -0.463 4.076 -3.875 -0.198
O 0.103 1.689 1.050 -0.046
O -1.487 -1.726 3.152 -0.212
N -1.704 4.659 -1.217 -0.044
N 1.749 -5.322 0.939 -0.065
N 1.155 -0.971 3.176 -0.081
C -3.964 -0.327 -1.350 -0.044
C -1.254 3.154 -3.121 -0.195
C -3.828 2.169 2.410 -0.079
C -0.797 0.605 0.952 -0.257
C 3.673 0.884 -1.094 -0.201
C 2.771 0.911 3.244 -0.218
C 2.806 -8.794 -0.845 -0.120
C 5.570 -3.691 0.177 -0.113
C -1.099 3.462 -1.681 -0.241
C 3.302 -3.544 0.486 -0.234
C 2.409 3.275 2.885 -0.020
C -2.233 6.207 0.547 -0.250
C 4.998 0.485 -0.553 -0.268
C -4.778 3.175 2.911 -0.483
C 1.446 -1.479 -4.228 -0.243
C -3.449 -0.289 -2.829 -0.448
C -0.287 -0.368 -0.006 -0.256
C -2.169 8.587 0.192 -0.103
C 2.131 -4.336 -0.010 -0.234
C -0.400 3.977 -5.247 -0.130
C -0.443 -2.718 3.173 -0.163
C 0.780 -2.109 3.908 -0.196
C 1.053 -7.323 -0.373 -0.217
C -1.487 4.940 0.196 -0.197
C -3.955 -1.486 -3.651 -0.051
C 2.147 -0.309 3.945 -0.188
C -5.480 2.764 4.200 -0.056
C -2.573 -2.034 2.322 -0.111
C 1.476 -0.013 -4.561 -0.212
C 0.643 -6.213 0.622 -0.178
H -3.773 0.660 -3.224 0.122
H 1.236 0.586 -3.658 0.121
H 1.776 0.090 4.858 0.113
H -3.456 -1.365 -4.635 0.093
H -0.016 3.502 -1.407 0.139
H 3.544 -9.412 -0.354 0.087
H -1.745 4.056 0.787 0.103
H 0.196 -6.634 1.495 0.099
H 0.315 4.700 -5.674 0.094
H 1.729 -2.123 -5.080 0.130
H -4.682 2.590 4.994 0.108
H 3.317 -8.050 -1.430 0.084
H -0.876 -3.559 3.709 0.122
H -3.920 0.666 -0.886 0.065
H -6.095 3.586 4.521 0.068
H 5.586 1.344 -0.259 0.120
H -1.327 4.283 -5.712 0.081
H -6.093 1.881 4.110 0.072
H 1.520 -6.756 -1.193 0.105
H -0.283 0.468 -5.108 0.047
H -3.193 8.665 -0.212 0.091
H 2.477 0.227 -4.962 0.127
H -1.742 -1.161 -3.149 0.057
H 2.541 -5.835 1.280 0.108
H 2.870 -1.072 4.216 0.129
H -5.557 3.446 2.147 0.149
H 3.109 -3.242 1.528 0.134
H -1.012 0.103 1.903 0.102
H 0.463 1.733 1.943 0.046
H 2.165 -1.540 -3.405 0.102
H -1.442 2.615 -1.113 0.095
H 6.392 -4.408 0.184 0.092
H -0.210 -3.064 2.188 0.101
H -4.364 1.277 2.029 0.090
H -1.683 1.040 0.500 0.096
H -2.305 6.438 1.614 0.115
H 2.833 3.143 1.901 0.081
H 2.273 -0.509 -0.736 0.027
H 0.236 -7.836 -0.799 0.105
H -2.949 -1.069 2.009 0.070
H 5.782 -2.873 0.845 0.074
H 1.195 -3.805 -0.236 0.113
H -2.321 -2.512 1.393 0.076
H 5.499 -0.061 -1.376 0.126
H 3.462 -2.663 -0.192 0.109
H -1.470 5.479 -1.807 0.135
H -2.278 3.293 -3.520 0.136
H -0.887 2.142 -3.328 0.103
H -0.172 -5.584 0.204 0.122
H -5.024 -1.521 -3.854 0.077
H -0.199 0.124 -0.979 0.120
H 1.044 -1.047 1.407 0.085
H 3.714 1.242 3.756 0.142
H -0.977 -1.155 -0.202 0.094
H -4.984 -0.722 -1.135 0.087
H -3.339 -2.631 2.844 0.101
H 0.377 -0.351 3.013 0.096
H 3.089 0.565 2.275 0.100
H -3.762 4.830 2.387 0.042
H -0.464 5.128 0.507 0.116
H 5.441 -3.231 -0.846 0.109
H 2.188 -9.480 -1.432 0.092
H -2.228 8.810 1.259 0.081
H -3.324 -0.991 -0.809 0.041
H -3.321 2.500 1.496 0.065
H 0.188 -2.530 -3.188 0.087
H 2.374 -4.762 -0.991 0.114
H 1.525 -2.888 4.003 0.122
H 3.807 1.533 -2.007 0.136
H 0.488 -1.797 4.972 0.149
H -3.166 1.877 3.189 0.080
H -1.447 9.267 -0.298 0.098
H -0.060 2.996 -5.547 0.072
H 1.558 3.939 2.740 0.091
H 3.125 3.638 3.602 0.085
H -3.697 -2.442 -3.209 0.079
H 3.128 1.521 -0.414 0.106
H 4.162 -0.985 0.225 0.038
H -3.279 6.141 0.269 0.117
```

Values from the calculation:
* max |F|: 3.7 eV Å⁻¹
* Kohn-Sham gap: 8.71 eV
* HOMO energy: -8.35 eV
* SMILES string: COCCNCCOC.COCCNCCOC.COCCNCCOC.CC(C)O.CC(C)O.OCCO.OCCO.OCCO
* E_tot: -2407.81295 hartree
* molar mass: 705.97 g/mol

=====

Computed, not measured: a structure of composition C28H28BaI2N2OSi in a non-equilibrium geometry, with wB97M-V/def2-TZVPD.

```
63
Properties=species:S:1:pos:R:3:lowdin_charge:R:1
Ba -0.998 1.320 -0.767 1.859
I 1.129 3.043 -5.344 0.904
I 0.360 8.622 -3.330 0.899
Si 1.169 -0.949 1.015 0.529
O -0.290 2.473 -2.563 -0.534
N -1.179 4.081 -0.614 -0.028
N -1.695 -1.189 0.799 -0.294
C 0.433 4.322 -3.854 -0.648
C 1.438 -3.666 -2.172 -0.082
C -1.827 -2.205 -0.272 -0.211
C -0.615 4.651 -1.710 -0.160
C -3.697 -3.345 0.933 -0.180
C 3.009 -2.553 4.406 -0.096
C 1.396 -1.733 -0.703 -0.263
C 1.475 -0.925 -1.838 -0.138
C -0.478 6.057 -1.847 -0.209
C -0.554 -1.487 1.687 -0.251
C 2.125 -1.925 3.541 -0.105
C 1.518 -1.463 -3.119 -0.078
C -0.151 3.740 -2.733 -0.488
C -1.602 4.858 0.357 -0.142
C -3.555 -2.305 2.068 -0.165
C 1.137 0.866 0.859 -0.470
C 3.555 -2.423 1.696 -0.101
C -0.953 6.849 -0.780 -0.039
C 4.175 -3.121 3.911 -0.100
C 1.494 -2.839 -3.288 -0.086
C 0.122 6.562 -3.026 -0.671
C -1.509 6.255 0.318 -0.046
C 1.388 -3.115 -0.900 -0.119
C 4.448 -3.051 2.553 -0.092
C 0.564 5.707 -3.999 -0.230
C -2.951 -1.006 1.538 -0.227
C 2.374 -1.849 2.169 -0.241
C -3.237 -2.768 -0.405 -0.187
H -4.725 -3.698 0.857 0.105
H 1.575 -0.804 -3.977 0.102
H -3.230 -3.545 -1.171 0.116
H 3.783 -2.377 0.636 0.098
H 2.791 -2.597 5.466 0.098
H -0.690 -0.901 2.602 0.081
H -1.151 -3.040 -0.058 0.108
H -3.082 -4.220 1.156 0.110
H 1.347 -3.776 -0.039 0.110
H -1.490 -1.795 -1.235 0.098
H -0.868 7.926 -0.839 0.059
H 4.867 -3.614 4.582 0.098
H -3.934 -1.999 -0.751 0.108
H 0.977 1.347 1.832 -0.047
H -0.557 -2.544 1.997 0.092
H -2.919 -2.695 2.864 0.104
H 1.024 6.099 -4.895 0.077
H 2.065 1.274 0.442 -0.037
H 1.523 -3.269 -4.281 0.101
H 1.224 -1.479 3.950 0.094
H 1.433 -4.742 -2.295 0.102
H -3.679 -0.516 0.880 0.108
H -2.039 4.369 1.222 0.109
H 1.537 0.153 -1.720 0.064
H 5.358 -3.488 2.159 0.099
H -1.875 6.840 1.150 0.107
H -4.523 -2.084 2.521 0.108
H -2.760 -0.313 2.359 0.116
```

Values from the calculation:
* max |F|: 2.2 eV Å⁻¹
* ΔE to the lowest compared entry with this formula, charge and spin: 5.5 kcal/mol
* Kohn-Sham gap: 6.70 eV
* HOMO energy: -7.04 eV
* E_tot: -2178.95017 hartree
* molar mass: 827.77 g/mol

=====

Computed, not measured: the ion C4H10N8O3 with charge +2 in a non-equilibrium geometry, with wB97M-V/def2-TZVPD.

```
25
Properties=species:S:1:pos:R:3:lowdin_charge:R:1
O 4.022 0.366 0.284 0.051
O 0.753 1.471 0.591 0.069
O -3.673 -0.602 0.794 -0.005
N 1.440 -1.959 0.461 0.282
N -3.785 -0.724 -0.452 0.093
N -0.450 -0.250 -0.227 0.158
N -1.808 2.021 -0.389 0.267
N 0.609 0.330 0.210 -0.210
N 2.813 0.057 1.060 0.140
N 3.812 0.068 -0.918 0.093
N -2.428 -0.075 1.148 0.124
C -2.767 -0.265 -1.089 -0.058
C 1.938 -0.510 0.234 -0.355
C -1.845 0.409 -0.118 -0.316
C 2.692 -0.484 -1.144 0.023
H 1.899 -2.590 -0.144 0.142
H -0.871 2.429 -0.256 0.127
H -2.139 2.234 -1.374 0.195
H -2.447 -0.580 -2.138 0.168
H 2.543 0.809 1.712 0.184
H 0.413 -1.866 0.096 0.178
H -2.424 0.558 1.908 0.142
H -2.376 2.545 0.337 0.197
H 1.689 -2.354 1.382 0.197
H 2.391 -1.038 -1.966 0.115
```

Values from the calculation:
* max |F|: 4.2 eV Å⁻¹
* ΔE to the lowest compared entry with this formula, charge and spin: 98.6 kcal/mol
* Kohn-Sham gap: 8.92 eV
* HOMO energy: -17.23 eV
* SMILES string: [NH3+][C@]1(/[N+]([O-])=N/[C@@]2([NH3+])C=NON2)C=NON1
* E_tot: -821.18563 hartree
* molar mass: 218.18 g/mol
* charge: +2

=====

Computed, not measured: an isolated molecule of CH2OS in a non-equilibrium geometry, with wB97M-V/def2-TZVPD.

```
5
Properties=species:S:1:pos:R:3:lowdin_charge:R:1
S 2.165 -0.410 0.006 0.792
O 1.453 1.109 -0.024 -0.552
C 0.400 0.098 0.017 -0.408
H -0.089 0.160 -0.964 0.075
H -0.127 -0.100 1.009 0.094
```

Values from the calculation:
* max |F|: 2.1 eV Å⁻¹
* ΔE to the lowest compared entry with this formula, charge and spin: 43.7 kcal/mol
* Kohn-Sham gap: 9.16 eV
* HOMO energy: -8.82 eV
* SMILES string: C1OS1
* E_tot: -512.64483 hartree
* molar mass: 62.09 g/mol

=====

> Look up the E_tot of the fourth one.

-512.64483 hartree

=====

> Which value of Kohn-Sham gap does entry 3 give?

8.92 eV

=====

Copy entry 3 word for word.
Computed, not measured: the ion C4H10N8O3 with charge +2 in a non-equilibrium geometry, with wB97M-V/def2-TZVPD.

```
25
Properties=species:S:1:pos:R:3:lowdin_charge:R:1
O 4.022 0.366 0.284 0.051
O 0.753 1.471 0.591 0.069
O -3.673 -0.602 0.794 -0.005
N 1.440 -1.959 0.461 0.282
N -3.785 -0.724 -0.452 0.093
N -0.450 -0.250 -0.227 0.158
N -1.808 2.021 -0.389 0.267
N 0.609 0.330 0.210 -0.210
N 2.813 0.057 1.060 0.140
N 3.812 0.068 -0.918 0.093
N -2.428 -0.075 1.148 0.124
C -2.767 -0.265 -1.089 -0.058
C 1.938 -0.510 0.234 -0.355
C -1.845 0.409 -0.118 -0.316
C 2.692 -0.484 -1.144 0.023
H 1.899 -2.590 -0.144 0.142
H -0.871 2.429 -0.256 0.127
H -2.139 2.234 -1.374 0.195
H -2.447 -0.580 -2.138 0.168
H 2.543 0.809 1.712 0.184
H 0.413 -1.866 0.096 0.178
H -2.424 0.558 1.908 0.142
H -2.376 2.545 0.337 0.197
H 1.689 -2.354 1.382 0.197
H 2.391 -1.038 -1.966 0.115
```

Values from the calculation:
* max |F|: 4.2 eV Å⁻¹
* ΔE to the lowest compared entry with this formula, charge and spin: 98.6 kcal/mol
* Kohn-Sham gap: 8.92 eV
* HOMO energy: -17.23 eV
* SMILES string: [NH3+][C@]1(/[N+]([O-])=N/[C@@]2([NH3+])C=NON2)C=NON1
* E_tot: -821.18563 hartree
* molar mass: 218.18 g/mol
* charge: +2

=====

What did the second record say?
Computed, not measured: a structure of composition C28H28BaI2N2OSi in a non-equilibrium geometry, with wB97M-V/def2-TZVPD.

```
63
Properties=species:S:1:pos:R:3:lowdin_charge:R:1
Ba -0.998 1.320 -0.767 1.859
I 1.129 3.043 -5.344 0.904
I 0.360 8.622 -3.330 0.899
Si 1.169 -0.949 1.015 0.529
O -0.290 2.473 -2.563 -0.534
N -1.179 4.081 -0.614 -0.028
N -1.695 -1.189 0.799 -0.294
C 0.433 4.322 -3.854 -0.648
C 1.438 -3.666 -2.172 -0.082
C -1.827 -2.205 -0.272 -0.211
C -0.615 4.651 -1.710 -0.160
C -3.697 -3.345 0.933 -0.180
C 3.009 -2.553 4.406 -0.096
C 1.396 -1.733 -0.703 -0.263
C 1.475 -0.925 -1.838 -0.138
C -0.478 6.057 -1.847 -0.209
C -0.554 -1.487 1.687 -0.251
C 2.125 -1.925 3.541 -0.105
C 1.518 -1.463 -3.119 -0.078
C -0.151 3.740 -2.733 -0.488
C -1.602 4.858 0.357 -0.142
C -3.555 -2.305 2.068 -0.165
C 1.137 0.866 0.859 -0.470
C 3.555 -2.423 1.696 -0.101
C -0.953 6.849 -0.780 -0.039
C 4.175 -3.121 3.911 -0.100
C 1.494 -2.839 -3.288 -0.086
C 0.122 6.562 -3.026 -0.671
C -1.509 6.255 0.318 -0.046
C 1.388 -3.115 -0.900 -0.119
C 4.448 -3.051 2.553 -0.092
C 0.564 5.707 -3.999 -0.230
C -2.951 -1.006 1.538 -0.227
C 2.374 -1.849 2.169 -0.241
C -3.237 -2.768 -0.405 -0.187
H -4.725 -3.698 0.857 0.105
H 1.575 -0.804 -3.977 0.102
H -3.230 -3.545 -1.171 0.116
H 3.783 -2.377 0.636 0.098
H 2.791 -2.597 5.466 0.098
H -0.690 -0.901 2.602 0.081
H -1.151 -3.040 -0.058 0.108
H -3.082 -4.220 1.156 0.110
H 1.347 -3.776 -0.039 0.110
H -1.490 -1.795 -1.235 0.098
H -0.868 7.926 -0.839 0.059
H 4.867 -3.614 4.582 0.098
H -3.934 -1.999 -0.751 0.108
H 0.977 1.347 1.832 -0.047
H -0.557 -2.544 1.997 0.092
H -2.919 -2.695 2.864 0.104
H 1.024 6.099 -4.895 0.077
H 2.065 1.274 0.442 -0.037
H 1.523 -3.269 -4.281 0.101
H 1.224 -1.479 3.950 0.094
H 1.433 -4.742 -2.295 0.102
H -3.679 -0.516 0.880 0.108
H -2.039 4.369 1.222 0.109
H 1.537 0.153 -1.720 0.064
H 5.358 -3.488 2.159 0.099
H -1.875 6.840 1.150 0.107
H -4.523 -2.084 2.521 0.108
H -2.760 -0.313 2.359 0.116
```

Values from the calculation:
* max |F|: 2.2 eV Å⁻¹
* ΔE to the lowest compared entry with this formula, charge and spin: 5.5 kcal/mol
* Kohn-Sham gap: 6.70 eV
* HOMO energy: -7.04 eV
* E_tot: -2178.95017 hartree
* molar mass: 827.77 g/mol